# 1
C43H37N6O3S4Sn | the ωB97M-V functional and the def2-TZVPD basis

Geometry (Å):
Sn1 0.682 -1.121 0.115
S1 4.510 -2.291 2.760
C1 3.849 -0.895 3.485
C2 2.726 -0.461 2.849
C3 2.353 -1.248 1.725
C4 3.241 -2.281 1.559
C5 3.152 -3.310 0.548
C6 4.109 -4.322 0.389
C7 3.900 -5.315 -0.544
C8 2.749 -5.276 -1.327
C9 1.884 -4.218 -1.143
N1 2.064 -3.265 -0.234
H1 4.343 -0.459 4.338
H2 2.174 0.407 3.186
H3 4.996 -4.318 1.006
H4 4.619 -6.114 -0.661
H5 2.540 -6.050 -2.050
H6 0.984 -4.128 -1.741
S2 -3.253 -1.110 7.109
N2 -2.806 0.117 6.167
C10 -2.215 -0.380 5.096
C11 -1.639 0.367 4.009
C12 -1.663 1.763 3.958
C13 -1.058 2.398 2.895
C14 -0.435 1.618 1.924
N3 -0.415 0.298 1.957
C15 -1.015 -0.344 2.968
C16 -1.010 -1.803 2.957
N4 -0.469 -2.425 1.902
C17 -0.469 -3.746 1.859
C18 -0.985 -4.545 2.873
C19 -1.543 -3.930 3.971
C20 -1.571 -2.534 4.019
C21 -2.168 -1.806 5.109
N5 -2.724 -2.322 6.190
H7 -2.152 2.305 4.755
H8 -1.063 3.475 2.810
H9 0.064 2.067 1.075
H10 -0.021 -4.178 0.974
H11 -0.951 -5.621 2.791
H12 -1.962 -4.486 4.799
O1 -1.175 -2.324 -1.926
C22 -2.453 -2.885 -1.652
C23 -3.231 -2.110 -0.605
C24 -4.453 -2.619 -0.169
C25 -5.201 -1.887 0.736
C26 -4.720 -0.658 1.161
C27 -3.482 -0.252 0.699
N6 -2.745 -0.963 -0.152
H13 -0.792 -2.788 -2.678
H14 -2.347 -3.918 -1.293
H15 -3.052 -2.905 -2.573
H16 -4.807 -3.576 -0.531
H17 -6.149 -2.265 1.093
H18 -5.294 -0.032 1.830
H19 -3.056 0.696 1.009
O2 2.606 -0.183 -1.353
S3 3.455 0.886 -1.984
C28 2.488 1.887 -3.203
C29 2.135 1.069 -4.444
C30 0.744 0.455 -4.345
C31 -0.337 1.554 -4.376
S4 -1.281 1.594 -2.800
O3 -0.259 1.902 -1.758
C32 -2.078 3.193 -3.086
C33 -3.136 3.307 -3.975
C34 -3.784 4.525 -4.110
C35 -3.387 5.615 -3.348
C36 -2.328 5.493 -2.460
C37 -1.674 4.278 -2.327
C38 3.581 2.247 -0.802
C39 2.950 2.161 0.421
C40 3.084 3.192 1.340
C41 3.858 4.299 1.027
C42 4.492 4.380 -0.205
C43 4.359 3.352 -1.123
H20 3.132 2.731 -3.447
H21 1.598 2.233 -2.681
H22 2.883 0.282 -4.578
H23 2.163 1.694 -5.339
H24 0.683 -0.115 -3.413
H25 0.587 -0.242 -5.169
H26 -1.082 1.356 -5.146
H27 0.088 2.545 -4.534
H28 -3.452 2.453 -4.562
H29 -4.602 4.627 -4.809
H30 -3.905 6.559 -3.443
H31 -2.012 6.343 -1.871
H32 -0.846 4.154 -1.641
H33 2.365 1.282 0.646
H34 2.601 3.123 2.306
H35 3.967 5.096 1.749
H36 5.097 5.243 -0.446
H37 4.856 3.410 -2.083

Frontier orbital gap (eV): 6.957
ΔE to the lowest compared entry with this formula, charge and spin (kcal per mole): 27.2
Maximum force (hartree/bohr): 0.017
Highest occupied orbital energy (eV): -9.761
Net charge: +1
Energy (hartree): -4021.930087
2S+1: 1


# 2
C43H38BFN14O4Ti | the ωB97M-V functional and the def2-TZVPD basis

Geometry (Å):
Ti1 10.914 14.477 13.679
C1 8.545 13.234 17.438
C2 9.102 14.067 16.457
N1 10.122 13.667 15.724
C3 10.616 12.423 15.951
C4 10.007 11.593 16.917
N2 8.991 11.955 17.644
C5 11.851 12.095 15.262
C6 12.473 10.856 15.393
C7 13.717 10.686 14.810
C8 14.280 11.727 14.102
C9 13.632 12.956 13.957
N3 12.347 13.085 14.452
C10 14.164 14.038 13.259
C11 15.416 14.051 12.604
N4 15.905 15.092 11.966
C12 15.162 16.220 11.975
C13 13.901 16.227 12.569
N5 13.402 15.179 13.177
C14 14.392 9.396 14.864
C15 14.290 8.555 15.988
C16 15.036 7.391 16.078
N6 15.885 7.004 15.148
C17 16.004 7.804 14.082
C18 15.288 8.950 13.892
H1 7.667 13.499 18.062
H2 8.697 15.085 16.331
H3 10.315 10.530 17.099
H4 12.027 10.112 16.002
H5 15.251 11.569 13.695
H6 15.998 13.153 12.697
H7 15.605 17.107 11.527
H8 13.262 17.109 12.430
H9 13.637 8.852 16.835
H10 14.955 6.755 16.983
H11 16.756 7.519 13.356
H12 15.482 9.541 13.057
B1 7.401 13.405 13.209
N7 7.713 14.735 13.960
C19 6.736 15.516 14.430
C20 7.275 16.780 14.719
C21 8.655 16.612 14.440
N8 8.893 15.397 13.970
N9 8.471 12.334 13.397
C22 8.186 11.050 13.184
C23 9.318 10.353 12.865
C24 10.286 11.380 12.809
N10 9.763 12.558 13.148
H13 6.354 12.959 13.568
H14 7.303 13.644 11.968
H15 5.740 15.138 14.517
H16 6.783 17.666 15.102
H17 9.459 17.307 14.613
H18 7.152 10.692 13.328
H19 9.403 9.283 12.659
H20 11.331 11.329 12.636
F1 11.680 12.974 18.943
C25 12.552 14.001 18.745
C26 12.532 14.711 17.614
N11 13.388 15.778 17.401
C27 13.410 16.451 16.060
C28 12.035 16.969 15.605
O1 11.667 18.090 15.995
O2 11.389 16.168 14.787
C29 14.217 16.267 18.396
O3 14.933 17.237 18.303
N12 14.195 15.500 19.543
C30 13.414 14.345 19.864
O4 13.524 13.820 20.958
H21 11.836 14.484 16.836
H22 13.857 15.743 15.401
H23 14.078 17.309 16.182
H24 14.760 15.857 20.281
C31 12.141 20.923 10.949
C32 11.785 20.961 12.285
C33 11.199 19.808 12.835
N13 11.022 18.692 12.149
C34 11.352 18.682 10.865
C35 11.868 19.785 10.210
H25 12.595 21.826 10.502
H26 11.907 21.862 12.880
H27 10.948 19.737 13.902
H28 11.177 17.749 10.287
H29 12.100 19.746 9.159
C36 12.700 13.068 10.310
C37 11.413 13.690 9.833
C38 11.052 13.434 8.501
C39 9.902 13.990 7.956
C40 9.166 14.868 8.742
C41 9.512 15.157 10.049
C42 8.665 16.141 10.806
C43 10.622 14.533 10.665
N14 10.942 14.745 11.987
H30 12.951 12.241 9.623
H31 12.542 12.711 11.316
H32 13.529 13.787 10.375
H33 11.729 12.861 7.897
H34 9.561 13.723 6.963
H35 8.344 15.423 8.288
H36 8.184 16.864 10.154
H37 9.235 16.746 11.533
H38 7.960 15.608 11.428

Frontier orbital gap (spin up / spin down) (eV): 4.196 / 6.674
ΔE to the lowest compared entry with this formula, charge and spin (kcal per mole): 0.0
Maximum force (hartree/bohr): 0.047
⟨S²⟩: 2.0441
Highest occupied orbital energy (spin up / spin down) (eV): -0.110 / -2.576
Net charge: -2
Energy (hartree): -3703.388355
2S+1: 3


# 3
C43H38BrF4N2O2PPt | the ωB97M-V functional and the def2-TZVPD basis

Geometry (Å):
Pt1 0.204 0.756 -0.087
F1 -3.467 -4.747 4.342
C1 -2.770 -3.701 3.914
C2 -1.721 -3.211 4.660
F2 -1.410 -3.778 5.823
C3 -1.004 -2.115 4.207
F3 -0.059 -1.683 5.047
C4 -1.276 -1.479 2.995
P1 -0.216 -0.095 2.318
C5 1.381 -0.491 3.094
C6 2.014 0.364 3.985
C7 3.198 -0.028 4.597
C8 3.757 -1.264 4.311
C9 3.144 -2.105 3.388
C10 1.965 -1.716 2.779
C11 -0.820 1.342 3.265
C12 -1.291 1.249 4.574
C13 -1.725 2.382 5.242
C14 -1.688 3.622 4.615
C15 -1.206 3.727 3.320
C16 -0.778 2.590 2.649
C17 -2.378 -1.976 2.286
Br1 -2.992 -1.155 0.719
C18 -3.102 -3.068 2.731
F4 -4.142 -3.535 2.043
H1 1.581 1.327 4.220
H2 3.679 0.635 5.304
H3 4.674 -1.569 4.796
H4 3.590 -3.060 3.143
H5 1.479 -2.373 2.065
H6 -1.314 0.297 5.086
H7 -2.092 2.297 6.256
H8 -2.033 4.504 5.139
H9 -1.171 4.690 2.828
H10 -0.392 2.674 1.638
C19 0.832 1.778 -4.351
C20 -0.047 0.566 -4.670
C21 0.556 -0.717 -4.137
C22 1.335 -1.461 -5.014
C23 2.017 -2.591 -4.594
C24 1.945 -2.969 -3.268
C25 1.190 -2.250 -2.344
C26 1.156 -2.736 -0.910
C27 2.555 -2.924 -0.315
C28 0.465 -1.142 -2.794
N1 -0.356 -0.403 -1.898
C29 -1.588 -0.173 -2.220
C30 -2.326 0.835 -1.566
C31 -3.594 1.376 -1.812
C32 -3.713 2.469 -0.956
C33 -2.515 2.543 -0.231
N2 -1.683 1.563 -0.598
H11 0.409 2.682 -4.791
H12 1.839 1.641 -4.749
H13 0.912 1.925 -3.272
H14 -0.156 0.460 -5.751
H15 -1.045 0.763 -4.287
H16 1.405 -1.140 -6.046
H17 2.601 -3.171 -5.298
H18 2.476 -3.853 -2.937
H19 0.617 -3.688 -0.883
H20 0.586 -2.038 -0.295
H21 3.198 -3.506 -0.974
H22 2.507 -3.452 0.639
H23 3.030 -1.961 -0.137
H24 -2.052 -0.742 -3.024
H25 -4.309 1.015 -2.534
H26 -4.551 3.140 -0.863
H27 -2.250 3.261 0.530
C34 8.471 0.960 -1.592
C35 6.991 1.028 -1.336
C36 6.083 1.073 -2.383
C37 4.709 1.116 -2.167
C38 3.798 1.134 -3.369
C39 4.232 1.099 -0.849
C40 5.132 1.062 0.228
C41 4.691 1.094 1.668
C42 6.494 1.036 -0.039
C43 2.766 1.063 -0.601
O1 1.957 1.633 -1.367
O2 2.317 0.403 0.398
H28 8.714 1.299 -2.599
H29 8.834 -0.065 -1.488
H30 9.021 1.575 -0.879
H31 6.447 1.073 -3.404
H32 4.389 1.100 -4.283
H33 3.170 2.021 -3.382
H34 3.120 0.274 -3.362
H35 3.918 1.844 1.838
H36 5.543 1.320 2.309
H37 4.268 0.138 1.973
H38 7.188 1.024 0.795

Frontier orbital gap (spin up / spin down) (eV): 7.393 / 6.620
ΔE to the lowest compared entry with this formula, charge and spin (kcal per mole): 0.0
Maximum force (hartree/bohr): 0.008
⟨S²⟩: 2.0075
Highest occupied orbital energy (spin up / spin down) (eV): -7.241 / -7.748
Energy (hartree): -5355.498292
2S+1: 3


# 4
C43H38BrIrN5O2P2 | the ωB97M-V functional and the def2-TZVPD basis

Geometry (Å):
Ir1 0.111 -0.008 -0.007
N1 2.905 -0.127 0.828
P1 1.721 0.938 1.412
C1 1.275 0.538 3.091
C2 2.055 0.922 4.184
C3 1.740 0.443 5.446
C4 0.656 -0.411 5.620
C5 -0.128 -0.795 4.537
C6 0.188 -0.318 3.277
C7 2.412 2.580 1.366
C8 1.798 3.599 2.104
C9 2.326 4.878 2.078
C10 3.464 5.148 1.325
C11 4.078 4.138 0.595
C12 3.553 2.856 0.607
P2 2.051 -1.243 -0.095
C13 2.904 -1.491 -1.641
C14 3.036 -2.758 -2.215
C15 3.737 -2.904 -3.404
C16 4.314 -1.799 -4.013
C17 4.203 -0.538 -3.434
C18 3.500 -0.381 -2.255
C19 1.837 -2.766 0.804
C20 1.072 -3.810 0.265
C21 0.940 -4.996 0.962
C22 1.562 -5.149 2.198
C23 2.307 -4.113 2.744
C24 2.443 -2.918 2.055
H1 3.855 -0.227 1.170
H2 2.899 1.589 4.054
H3 2.339 0.735 6.298
H4 0.416 -0.776 6.610
H5 -0.973 -1.455 4.683
H6 -0.443 -0.614 2.429
H7 0.941 3.390 2.733
H8 1.864 5.662 2.663
H9 3.882 6.146 1.322
H10 4.978 4.345 0.031
H11 4.052 2.071 0.050
H12 2.634 -3.636 -1.730
H13 3.853 -3.887 -3.839
H14 4.877 -1.923 -4.930
H15 4.690 0.313 -3.894
H16 3.453 0.596 -1.787
H17 0.585 -3.703 -0.698
H18 0.363 -5.809 0.542
H19 1.468 -6.084 2.734
H20 2.793 -4.239 3.702
H21 3.028 -2.118 2.491
Br1 -4.986 -5.320 0.490
C25 -3.758 -4.049 -0.103
C26 -2.846 -3.496 0.793
C27 -1.938 -2.556 0.343
C28 -1.925 -2.166 -0.992
C29 -2.852 -2.709 -1.884
C30 -3.760 -3.650 -1.440
N2 -0.973 -1.185 -1.383
C31 -0.646 -0.956 -2.603
C32 0.183 0.217 -2.844
C33 0.495 0.692 -4.102
C34 1.159 1.907 -4.224
C35 1.469 2.619 -3.078
C36 1.156 2.086 -1.837
N3 0.546 0.903 -1.723
H22 -2.844 -3.816 1.826
H23 -1.194 -2.178 1.038
H24 -2.893 -2.395 -2.919
H25 -4.480 -4.077 -2.125
H26 -1.010 -1.553 -3.433
H27 0.204 0.121 -4.974
H28 1.414 2.295 -5.201
H29 1.963 3.580 -3.126
H30 1.412 2.599 -0.920
O1 -6.609 2.889 -3.426
C37 -7.129 2.633 -2.171
N4 -5.980 2.787 -1.240
C38 -5.139 1.820 -1.005
O2 -5.301 0.676 -1.552
C39 -3.973 1.910 -0.089
C40 -4.053 2.634 1.099
C41 -2.942 2.656 1.919
C42 -1.817 1.943 1.539
N5 -1.743 1.224 0.404
C43 -2.812 1.208 -0.398
H31 -7.285 3.250 -4.018
H32 -7.498 1.609 -2.055
H33 -7.890 3.343 -1.845
H34 -5.743 3.726 -0.933
H35 -4.963 3.146 1.391
H36 -2.946 3.199 2.854
H37 -0.945 1.925 2.180
H38 -2.742 0.617 -1.302

Frontier orbital gap (spin up / spin down) (eV): 6.036 / 3.279
ΔE to the lowest compared entry with this formula, charge and spin (kcal per mole): 0.0
Maximum force (hartree/bohr): 0.015
⟨S²⟩: 0.7550
Highest occupied orbital energy (spin up / spin down) (eV): -17.724 / -17.724
Net charge: +4
Energy (hartree): -5445.385050
2S+1: 2


# 5
C43H38FN4O4P2RuSSe2 | the ωB97M-V functional and the def2-TZVPD basis

Geometry (Å):
Ru1 -0.450 -0.461 1.920
Se1 -3.679 5.709 0.007
P1 -2.224 4.483 -0.833
C1 -2.677 3.957 -2.501
C2 -2.112 4.510 -3.646
C3 -2.651 4.214 -4.892
C4 -3.728 3.346 -5.000
C5 -4.298 2.797 -3.855
C6 -3.791 3.128 -2.609
C7 -0.541 5.158 -0.906
C8 0.509 4.390 -1.412
C9 1.794 4.905 -1.431
C10 2.036 6.184 -0.940
C11 0.993 6.944 -0.433
C12 -0.299 6.432 -0.415
C13 -1.936 2.956 0.130
C14 -1.651 1.597 -0.071
N1 -1.393 1.124 1.184
N2 -1.501 2.085 2.071
N3 -1.829 3.187 1.462
P2 -1.511 0.370 -1.359
Se2 -0.870 -1.434 -0.247
C15 -0.301 0.806 -2.604
C16 -0.695 1.397 -3.804
C17 0.274 1.788 -4.715
C18 1.619 1.605 -4.428
C19 2.009 1.023 -3.228
C20 1.052 0.619 -2.313
C21 -3.087 -0.020 -2.111
C22 -3.136 -0.695 -3.328
C23 -4.363 -1.091 -3.840
C24 -5.528 -0.824 -3.137
C25 -5.475 -0.173 -1.909
C26 -4.255 0.222 -1.390
H1 -1.275 5.191 -3.567
H2 -2.229 4.668 -5.780
H3 -4.141 3.115 -5.974
H4 -5.160 2.146 -3.930
H5 -4.285 2.779 -1.714
H6 0.327 3.393 -1.797
H7 2.607 4.312 -1.831
H8 3.041 6.587 -0.955
H9 1.181 7.938 -0.050
H10 -1.124 7.015 -0.023
H11 -1.740 1.558 -4.028
H12 -0.029 2.247 -5.646
H13 2.370 1.916 -5.143
H14 3.058 0.875 -3.009
H15 1.347 0.166 -1.377
H16 -2.228 -0.912 -3.875
H17 -4.406 -1.610 -4.788
H18 -6.484 -1.132 -3.541
H19 -6.386 0.028 -1.360
H20 -4.210 0.736 -0.436
F1 1.663 -3.339 5.527
C27 0.654 -2.818 4.834
C28 -0.046 -1.748 5.416
C29 -1.073 -1.175 4.726
C30 -1.443 -1.685 3.445
C31 -2.348 -1.000 2.561
C32 -0.719 -2.788 2.905
C33 0.337 -3.358 3.607
H21 0.258 -1.393 6.391
H22 -1.618 -0.335 5.137
H23 -2.883 -0.145 2.958
H24 -2.891 -1.594 1.836
H25 -1.078 -3.251 1.995
H26 0.905 -4.191 3.215
C34 1.425 -7.390 3.602
C35 2.417 -6.388 3.077
C36 2.385 -5.994 1.740
C37 3.296 -5.072 1.245
C38 4.246 -4.535 2.103
C39 4.296 -4.906 3.440
C40 3.379 -5.826 3.918
S1 5.464 -3.429 1.468
O1 5.308 -3.397 0.043
O2 6.726 -3.706 2.079
N4 4.986 -1.973 2.112
C41 3.953 -1.259 1.368
C42 3.468 -0.024 2.164
C43 1.989 0.008 2.042
O3 1.369 0.481 1.072
O4 1.279 -0.632 2.931
H27 1.290 -8.213 2.901
H28 0.447 -6.926 3.753
H29 1.746 -7.803 4.557
H30 1.656 -6.437 1.070
H31 3.300 -4.793 0.200
H32 5.058 -4.493 4.088
H33 3.421 -6.131 4.956
H34 5.816 -1.431 2.333
H35 3.123 -1.958 1.233
H36 4.282 -0.966 0.371
H37 3.893 0.899 1.774
H38 3.726 -0.139 3.215

Frontier orbital gap (eV): 5.577
ΔE to the lowest compared entry with this formula, charge and spin (kcal per mole): 9.4
Maximum force (hartree/bohr): 0.016
Highest occupied orbital energy (eV): -9.882
Net charge: +1
Energy (hartree): -8259.698525
2S+1: 1